No. 1
Molecular formula: C54H44KN10O6P
Method: DFT, the ωB97M-V functional and the def2-TZVPD basis

The geometry in XYZ format:
```
116
C54H44KN10O6P (the ωB97M-V functional and the def2-TZVPD basis)
K 0.1024 -1.1196 0.5163
O -4.0048 -1.1699 1.4820
C -2.7686 -1.3229 1.5409
O -1.8841 -0.4451 1.6291
C -2.3082 -2.7817 1.4890
C -2.7222 -3.6665 2.4771
C -2.3285 -4.9904 2.3880
C -1.5757 -5.3971 1.3015
C -1.2061 -4.4534 0.3493
N -1.5464 -3.1604 0.4523
C -0.3702 -4.8919 -0.8519
O -0.9760 -5.5737 -1.7139
O 0.8083 -4.4857 -0.8600
H -3.3505 -3.3057 3.2806
H -2.6226 -5.7034 3.1512
H -1.2733 -6.4274 1.1696
C -2.1405 3.1295 2.6640
C -1.5439 2.2352 3.5402
C -0.2502 1.7840 3.3153
C 0.4595 2.2149 2.2003
C -0.1624 3.0881 1.3065
C -1.4465 3.5555 1.5388
P 2.1910 1.7319 1.8144
C 3.0325 3.3091 2.3160
C 2.5362 4.2187 3.2504
C 3.2652 5.3439 3.6088
C 4.5112 5.5834 3.0419
C 5.0195 4.6906 2.1092
C 4.2806 3.5701 1.7505
C 2.6182 0.5735 3.1486
C 3.3834 0.9119 4.2681
C 3.6135 -0.0513 5.2400
C 3.0594 -1.3176 5.0719
C 2.3081 -1.6149 3.9383
C 2.0586 -0.7006 2.8921
H -3.1531 3.4747 2.8400
H -2.0981 1.8624 4.3932
H 0.2046 1.0670 3.9875
H 0.3740 3.4052 0.4166
H -1.9126 4.2355 0.8344
H 1.5652 4.0403 3.6977
H 2.8610 6.0364 4.3382
H 5.0808 6.4604 3.3258
H 5.9885 4.8684 1.6573
H 4.6799 2.8718 1.0202
H 3.7964 1.9091 4.3944
H 4.2084 0.1824 6.1170
H 3.2251 -2.0757 5.8340
H 1.9117 -2.6268 3.8591
O 6.8147 -1.4156 -3.9992
C 6.8403 -1.1757 -2.5971
C 5.4460 -1.1918 -2.0345
C 5.2143 -0.6870 -0.7613
C 3.9305 -0.7367 -0.2416
N 2.8958 -1.2317 -0.9129
C 3.1200 -1.7382 -2.1210
C 4.3777 -1.7381 -2.7242
C 1.9482 -2.3668 -2.7939
C 2.0737 -3.6082 -3.3976
C 0.9380 -4.2500 -3.8654
C 0.9968 -5.6406 -4.4237
O 1.3970 -5.6492 -5.8072
C -0.2708 -3.5828 -3.7695
C -0.2968 -2.3264 -3.1865
N 0.7823 -1.7281 -2.6938
H 7.7197 -1.4097 -4.3190
H 7.3028 -0.2068 -2.3781
H 7.4321 -1.9486 -2.0916
H 6.0198 -0.2623 -0.1719
H 3.7128 -0.3835 0.7601
H 4.5116 -2.1438 -3.7170
H 3.0278 -4.1204 -3.3942
H 0.0246 -6.1201 -4.2951
H 1.7377 -6.2308 -3.8869
H 0.9590 -4.9010 -6.2244
H -1.1939 -4.0713 -4.0538
H -1.2279 -1.7893 -3.0494
C -3.9938 -1.8792 -1.6177
C -3.3969 -0.5236 -1.4883
N -2.1237 -0.2378 -1.3617
C -2.0495 1.1318 -1.2406
C -3.2811 1.6871 -1.3271
N -4.1542 0.6267 -1.4877
C -5.5693 0.7636 -1.6817
N -6.4145 0.4779 -0.5377
N -7.5158 -0.2734 -0.7391
N -8.2406 -0.2675 0.3175
C -7.6219 0.5321 1.2541
C -8.0169 0.8758 2.5543
C -7.1924 1.7210 3.2522
C -5.9861 2.2058 2.6912
C -5.5761 1.8612 1.4292
C -6.4402 1.0220 0.7119
H -3.1908 -2.6119 -1.6619
H -4.6154 -1.9617 -2.5142
H -4.6038 -2.0965 -0.7388
H -1.1046 1.6271 -1.0841
H -3.6293 2.7051 -1.2836
H -5.9191 0.0986 -2.4702
H -5.7527 1.7949 -1.9895
H -8.9286 0.4779 2.9798
H -7.4505 2.0080 4.2642
H -5.3403 2.8256 3.3003
H -4.6103 2.1583 1.0470
N 1.8208 5.4161 -5.8309
C 1.7935 4.6288 -4.9939
C 1.7636 3.6402 -3.9408
C 1.1178 2.4275 -4.1345
C 1.1209 1.5105 -3.0904
N 1.7159 1.7481 -1.9247
C 2.3271 2.9148 -1.7491
C 2.3840 3.8993 -2.7248
H 0.6245 2.2025 -5.0699
H 0.6420 0.5406 -3.1784
H 2.7874 3.0666 -0.7777
H 2.8885 4.8383 -2.5440
```

Its largest force on an atom is 1.63 eV/A. The orbital gap comes out at 5.445 eV. The value obtained for the HOMO energy is -2.0 eV. The total charge is -2. The calculation puts the energy relative to the best compared isomer or geometry (same formula, charge and spin) at 13.24 kcal/mol.

These are the Mulliken partial charges, in e, on atoms 1 to 8: 0.888 -0.675 0.009 -0.384 0.545 -0.761 -0.526 -0.456

No. 2
Molecular formula: CH4S2
Method: DFT, the ωB97M-V functional and the def2-TZVPD basis

The geometry in XYZ format:
```
7
CH4S2 (the ωB97M-V functional and the def2-TZVPD basis)
C -0.7809 -0.3933 -0.0278
S 0.6789 0.9423 0.0340
S 2.0274 1.0166 1.4562
H -0.5114 -1.5114 0.0284
H -1.1703 -0.1652 -1.0720
H -1.4043 -0.0304 0.6953
H 1.1606 0.1414 -1.1139
```

Its largest force on an atom is 3.71 eV/A. The orbital gap comes out at 8.670 eV. The value obtained for the HOMO energy is -8.4 eV. The calculation puts the energy relative to the best compared isomer or geometry (same formula, charge and spin) at 39.94 kcal/mol.

Charges in e, computed with Mulliken, in the same order as the atoms: -0.786 0.038 -0.323 0.283 0.314 0.299 0.176

No. 3
Molecular formula: C19H13Co2N2O6
Method: DFT, the ωB97M-V functional and the def2-TZVPD basis

The geometry in XYZ format:
```
42
C19H13Co2N2O6 (the ωB97M-V functional and the def2-TZVPD basis)
O 4.9391 2.7711 0.9526
C 3.8458 2.7283 1.2878
Co 2.1497 2.8699 1.8274
C 2.2145 4.1904 2.9478
O 2.1694 5.0512 3.7372
C 1.7725 3.5348 0.2297
O 1.5993 4.0993 -0.7788
C 1.1751 0.9887 1.9735
C 0.2833 0.4305 1.0157
C -0.4627 -0.8535 0.8224
C -1.9801 -0.6758 0.7439
C -2.7880 0.3171 1.3535
C -4.1490 0.3933 1.0188
C -4.6540 -0.3794 -0.0301
C -3.8932 -1.4485 -0.5131
C -2.6384 -1.6818 0.0395
Co 1.8577 0.9646 0.2951
C 2.4087 1.1764 -1.3310
O 2.8358 1.2895 -2.3993
C 0.1550 1.4053 -0.1119
O -0.7463 1.8323 -0.7679
C 3.1946 -0.1737 0.5646
O 3.8279 -1.1517 0.5703
H 1.4319 0.4046 2.8886
H -0.2065 -1.5652 1.6062
H -2.3705 1.0234 2.0542
H -4.8222 1.0784 1.5348
H -5.6661 -0.2230 -0.4157
H -4.2594 -2.0993 -1.3091
H -2.1235 -2.6361 -0.1578
C -0.5096 -0.6280 -2.6172
C 0.1429 -1.5595 -1.6913
N 0.1961 -1.5875 -0.3362
C 0.9985 -2.6670 0.0210
C 1.3260 -3.3557 -1.0931
N 0.8236 -2.6211 -2.1509
H 0.0214 0.3338 -2.6472
H -0.5336 -1.0641 -3.6249
H -1.5346 -0.4861 -2.2683
H 1.2031 -2.8462 1.0554
H 1.8169 -4.3095 -1.1661
H 0.9490 -2.8701 -3.1301
```

Its largest force on an atom is 6.85 eV/A. The orbital gap comes out at 3.992 eV. The value obtained for the HOMO energy is -2.2 eV. The total charge is -1. The calculation puts the energy relative to the best compared isomer or geometry (same formula, charge and spin) at 43.21 kcal/mol.

These are the Mulliken partial charges, in e, on atoms 1 to 8: -0.436 0.195 -0.309 0.085 -0.472 0.247 -0.459 -0.762